{
  "formula": "C3H4NO2",
  "method": "ωB97M-V/def2-TZVPD",
  "smiles": "[NH3+]C(=O)C=C=O",
  "total_charge": 1,
  "gap_ev": 10.09,
  "largest_force_ev_per_a": 5.637,
  "symbols": ["N", "C", "O", "C", "C", "O", "H", "H", "H", "H"],
  "coordinates": [[-0.455, 0.555, -0.107], [-0.021, -0.902, -0.306], [-0.996, -1.648, -0.620], [1.352, -1.276, -0.126], [2.344, -0.513, 0.323], [3.179, 0.109, 0.808], [0.184, 1.334, -0.432], [-0.852, 0.853, 0.929], [-1.327, 0.567, -0.669], [1.549, -2.382, -0.264]]
}

{
  "formula": "C8H11N3O",
  "method": "ωB97M-V/def2-TZVPD",
  "gap_ev": [6.64, 9.48],
  "multiplicity": 3,
  "largest_force_ev_per_a": 2.211,
  "symbols": ["C", "C", "C", "C", "C", "C", "C", "C", "N", "N", "N", "O", "H", "H", "H", "H", "H", "H", "H", "H", "H", "H", "H"],
  "coordinates": [[0.829, 1.666, -0.630], [0.710, 1.659, 0.816], [0.099, 0.899, -1.540], [-0.298, 0.977, 1.665], [-1.116, -0.086, 0.918], [-0.358, -0.964, -0.039], [0.981, -1.515, 0.329], [-1.199, -1.846, -0.905], [1.927, 2.338, -0.923], [1.718, 2.325, 1.288], [-0.406, 0.989, -2.653], [2.464, 2.729, 0.241], [0.225, 0.537, 2.519], [-0.984, 1.726, 2.071], [-1.605, -0.711, 1.676], [-1.915, 0.408, 0.355], [1.530, -1.804, -0.567], [0.865, -2.416, 0.941], [1.586, -0.812, 0.895], [-0.644, -2.200, -1.772], [-2.101, -1.338, -1.241], [-1.516, -2.731, -0.342], [-0.794, 0.168, -3.103]]
}

{
  "formula": "C24H27NO2",
  "method": "ωB97M-V/def2-TZVPD",
  "smiles": "CCN(Cc1ccccc1)Cc1ccc(OCc2ccccc2)c(OC)c1",
  "gap_ev": 8.65,
  "largest_force_ev_per_a": 0.481,
  "symbols": ["C", "C", "N", "C", "C", "C", "C", "C", "C", "C", "C", "C", "C", "C", "C", "O", "C", "C", "C", "C", "C", "C", "C", "C", "O", "C", "C", "H", "H", "H", "H", "H", "H", "H", "H", "H", "H", "H", "H", "H", "H", "H", "H", "H", "H", "H", "H", "H", "H", "H", "H", "H", "H", "H"],
  "coordinates": [[4.327, -1.949, -2.342], [3.077, -1.941, -1.460], [1.886, -2.161, -2.254], [0.879, -3.053, -1.725], [-0.054, -2.550, -0.639], [-1.413, -2.831, -0.726], [-2.295, -2.400, 0.248], [-1.830, -1.671, 1.329], [-0.479, -1.394, 1.434], [0.402, -1.841, 0.465], [1.379, -1.012, -2.985], [0.534, -0.055, -2.178], [1.097, 0.894, -1.339], [0.297, 1.698, -0.547], [-1.087, 1.598, -0.573], [-1.919, 2.411, 0.161], [-1.354, 3.433, 0.950], [-0.627, 2.934, 2.175], [-1.114, 1.833, 2.865], [-0.466, 1.374, 3.998], [0.673, 2.015, 4.454], [1.160, 3.118, 3.773], [0.515, 3.575, 2.638], [-1.673, 0.642, -1.422], [-3.008, 0.409, -1.597], [-3.937, 0.799, -0.613], [-0.848, -0.151, -2.209], [4.332, -1.105, -3.026], [4.361, -2.864, -2.926], [5.219, -1.892, -1.721], [3.043, -0.999, -0.895], [3.161, -2.759, -0.741], [0.266, -3.375, -2.575], [1.401, -3.941, -1.348], [-1.787, -3.392, -1.571], [-3.347, -2.628, 0.158], [-2.516, -1.331, 2.092], [-0.103, -0.829, 2.274], [1.452, -1.624, 0.576], [2.240, -0.484, -3.400], [0.782, -1.397, -3.819], [2.168, 1.028, -1.301], [0.771, 2.415, 0.103], [-0.699, 4.075, 0.345], [-2.218, 4.031, 1.264], [-2.002, 1.336, 2.502], [-0.853, 0.516, 4.529], [1.180, 1.657, 5.337], [2.048, 3.622, 4.125], [0.899, 4.435, 2.108], [-4.092, 1.880, -0.601], [-4.869, 0.302, -0.886], [-3.627, 0.466, 0.380], [-1.333, -0.863, -2.859]]
}

{
  "formula": "C46H54Cl5N3O7SSn",
  "method": "ωB97M-V/def2-TZVPD",
  "total_charge": 2,
  "gap_ev": [4.95, 4.95],
  "largest_force_ev_per_a": 2.447,
  "symbols": ["Sn", "C", "C", "C", "C", "C", "C", "C", "N", "C", "C", "C", "C", "C", "C", "O", "C", "C", "C", "C", "C", "C", "C", "C", "C", "O", "C", "C", "C", "C", "C", "C", "H", "H", "H", "H", "H", "H", "H", "H", "H", "H", "H", "H", "H", "H", "H", "H", "H", "H", "H", "H", "H", "H", "H", "H", "H", "H", "H", "H", "H", "H", "H", "H", "H", "H", "H", "H", "H", "H", "H", "H", "O", "O", "Cl", "C", "Cl", "C", "O", "O", "H", "Cl", "C", "C", "C", "C", "C", "C", "N", "C", "C", "N", "C", "O", "C", "C", "C", "Cl", "S", "C", "C", "C", "Cl", "C", "H", "H", "H", "H", "H", "H", "H", "H", "H", "H", "H", "H", "H"],
  "coordinates": [[-0.957, -1.634, 2.713], [6.789, -1.830, -0.228], [6.772, -0.482, 0.497], [6.919, 0.689, -0.504], [7.906, -0.393, 1.538], [5.386, -0.385, 1.148], [4.308, -0.506, 0.339], [3.026, -0.329, 0.860], [1.916, -0.520, 0.208], [1.517, -0.180, -0.953], [2.055, 0.873, -1.759], [1.828, 0.875, -3.086], [0.872, -0.060, -3.652], [0.172, -0.996, -2.970], [0.429, -1.084, -1.505], [-0.198, -1.721, -0.721], [-1.011, -1.739, -3.604], [-2.286, -1.196, -2.937], [-1.061, -1.563, -5.092], [-0.991, -3.287, -3.329], [2.590, 1.834, -4.021], [1.623, 2.880, -4.610], [3.249, 0.999, -5.158], [3.675, 2.625, -3.253], [2.865, 0.134, 2.282], [1.866, 0.727, 2.585], [4.039, -0.046, 3.217], [5.233, -0.259, 2.597], [3.828, 0.101, 4.736], [3.664, 1.565, 5.173], [4.952, -0.572, 5.508], [2.504, -0.598, 5.133], [7.732, -1.865, -0.753], [6.008, -1.929, -0.941], [6.739, -2.669, 0.431], [7.858, 0.588, -1.077], [7.075, 1.635, 0.045], [6.066, 0.806, -1.151], [8.820, -0.352, 0.965], [7.961, -1.251, 2.222], [7.810, 0.459, 2.187], [4.394, -0.784, -0.698], [2.786, 1.532, -1.309], [0.689, 0.077, -4.716], [-2.344, -0.132, -3.094], [-2.239, -1.419, -1.890], [-3.135, -1.687, -3.398], [-1.274, -0.556, -5.438], [-1.827, -2.181, -5.532], [-0.146, -1.856, -5.574], [-1.018, -3.441, -2.223], [-0.123, -3.835, -3.703], [-1.929, -3.686, -3.755], [0.800, 2.470, -5.211], [2.192, 3.550, -5.237], [1.156, 3.508, -3.811], [2.519, 0.372, -5.661], [3.970, 0.302, -4.725], [3.781, 1.640, -5.826], [3.290, 3.244, -2.431], [4.183, 3.308, -3.929], [4.484, 1.974, -2.872], [6.176, -0.345, 3.166], [4.529, 2.206, 5.004], [3.391, 1.551, 6.237], [2.809, 2.012, 4.653], [5.916, -0.043, 5.453], [5.066, -1.633, 5.192], [4.686, -0.566, 6.583], [1.666, -0.052, 4.652], [2.415, -0.500, 6.188], [2.470, -1.662, 4.849], [3.782, -3.723, 1.280], [4.164, -4.613, 0.543], [-0.931, -6.111, 4.961], [-1.441, -4.549, 4.320], [-1.141, -4.379, 2.551], [-0.686, -3.350, 4.727], [0.535, -3.411, 4.632], [-1.467, -2.276, 4.654], [-2.510, -4.529, 4.332], [-10.061, 2.175, -4.133], [-8.866, 1.786, -2.977], [-9.220, 1.644, -1.632], [-8.248, 1.276, -0.726], [-6.907, 1.150, -1.067], [-5.954, 0.747, 0.042], [-5.839, -0.764, 0.182], [-4.879, -1.089, 1.246], [-5.166, -1.366, 2.572], [-4.002, -1.561, 3.214], [-3.009, -1.437, 2.267], [-3.586, -1.132, 1.108], [-6.440, 1.195, 1.296], [-5.645, 2.194, 1.950], [-5.004, 3.177, 1.029], [-5.694, 4.137, 0.354], [-7.339, 4.500, 0.453], [-4.646, 5.048, -0.627], [-3.267, 4.155, -0.125], [-3.619, 3.171, 0.728], [-6.565, 1.384, -2.408], [-4.924, 1.389, -2.938], [-7.519, 1.669, -3.354], [-10.237, 1.772, -1.301], [-8.531, 1.112, 0.301], [-4.978, 1.175, -0.159], [-5.507, -1.220, -0.745], [-6.782, -1.172, 0.524], [-6.178, -1.358, 2.933], [-3.821, -1.740, 4.239], [-3.081, -1.059, 0.161], [-4.863, 1.728, 2.564], [-6.351, 2.718, 2.615], [-2.283, 4.456, -0.480], [-2.938, 2.568, 1.261], [-7.235, 1.803, -4.399]]
}

{
  "formula": "C13H24N3",
  "method": "ωB97M-V/def2-TZVPD",
  "total_charge": 1,
  "gap_ev": 9.11,
  "largest_force_ev_per_a": 0.370,
  "symbols": ["N", "C", "C", "C", "N", "C", "C", "N", "C", "C", "H", "H", "H", "H", "H", "H", "H", "H", "H", "H", "H", "H", "H", "H", "H", "H", "H", "H", "C", "C", "C", "C", "C", "C", "H", "H", "H", "H", "H", "H"],
  "coordinates": [[2.739, -2.148, 0.342], [2.537, -1.991, -1.094], [1.628, -3.035, -1.786], [0.378, -2.438, -2.408], [-0.464, -1.777, -1.352], [-1.087, -0.474, -1.742], [-1.649, 0.186, -0.503], [-2.615, -0.682, 0.164], [-2.127, -2.032, 0.436], [-1.550, -2.659, -0.812], [2.062, -1.653, 0.909], [2.745, -3.118, 0.634], [3.514, -2.003, -1.580], [2.150, -0.978, -1.261], [1.344, -3.812, -1.070], [2.166, -3.543, -2.587], [-0.245, -3.195, -2.883], [0.625, -1.684, -3.156], [0.145, -1.567, -0.553], [-0.328, 0.143, -2.222], [-1.871, -0.704, -2.463], [-0.818, 0.498, 0.152], [-2.163, 1.092, -0.824], [-2.864, -0.256, 1.051], [-1.386, -2.073, 1.252], [-2.972, -2.649, 0.743], [-1.128, -3.645, -0.618], [-2.301, -2.734, -1.599], [-0.016, 5.013, 3.045], [-0.952, 4.054, 2.685], [-0.639, 3.119, 1.709], [0.605, 3.140, 1.095], [1.542, 4.098, 1.455], [1.229, 5.034, 2.431], [-0.256, 5.745, 3.804], [-1.923, 4.039, 3.163], [-1.374, 2.374, 1.428], [0.850, 2.414, 0.327], [2.512, 4.118, 0.976], [1.957, 5.783, 2.712]]
}

{
  "formula": "C2H2O3S",
  "method": "ωB97M-V/def2-TZVPD",
  "gap_ev": 9.02,
  "largest_force_ev_per_a": 2.908,
  "symbols": ["C", "C", "O", "O", "O", "S", "H", "H"],
  "coordinates": [[1.380, 0.503, -0.720], [-1.011, 0.058, 0.049], [-1.605, -1.533, 2.048], [-0.055, 0.494, -0.799], [2.086, 0.581, -1.642], [-0.575, -1.033, 1.199], [1.838, 0.666, 0.267], [-2.058, 0.263, -0.402]]
}

{
  "formula": "C9H17CeCl2NO2",
  "method": "ωB97M-V/def2-TZVPD",
  "gap_ev": [4.97, 4.97],
  "largest_force_ev_per_a": 2.837,
  "symbols": ["Ce", "Cl", "Cl", "C", "H", "H", "C", "C", "H", "C", "H", "C", "H", "H", "C", "H", "H", "C", "H", "H", "H", "H", "N", "C", "C", "O", "O", "H", "H", "H", "H", "H"],
  "coordinates": [[-0.262, -1.846, 0.091], [0.593, -2.211, -2.281], [-1.381, -4.004, 0.798], [-2.087, -0.894, -0.483], [-2.296, 0.129, -0.803], [-2.917, -1.620, -0.414], [1.267, 0.985, -0.870], [-0.030, 1.363, -0.794], [1.835, 0.739, 0.035], [-0.794, 1.860, -1.985], [-0.562, 1.348, 0.165], [-0.218, 1.284, -3.284], [-1.859, 1.627, -1.899], [-0.701, 2.957, -2.031], [1.286, 1.520, -3.360], [-0.408, 0.204, -3.306], [-0.716, 1.735, -4.149], [2.040, 0.926, -2.156], [1.682, 1.093, -4.287], [1.481, 2.597, -3.396], [2.283, -0.124, -2.385], [3.007, 1.437, -2.038], [-0.839, -1.431, 4.633], [0.467, -0.855, 4.178], [0.322, -0.861, 2.672], [1.283, -1.109, 1.866], [-0.889, -0.806, 2.267], [-1.581, -0.974, 4.062], [-1.005, -1.317, 5.631], [-0.864, -2.443, 4.439], [0.567, 0.163, 4.562], [1.297, -1.469, 4.527]]
}

{
  "formula": "C23H38CuO5S4Si",
  "method": "ωB97M-V/def2-TZVPD",
  "total_charge": -2,
  "gap_ev": [4.71, 5.35],
  "multiplicity": 2,
  "largest_force_ev_per_a": 1.361,
  "symbols": ["Cu", "S", "C", "S", "S", "C", "S", "C", "O", "H", "H", "H", "H", "H", "H", "O", "C", "O", "C", "C", "C", "C", "O", "C", "O", "C", "C", "H", "H", "H", "H", "H", "C", "C", "C", "C", "Si", "C", "C", "C", "C", "C", "C", "C", "C", "H", "H", "H", "H", "H", "H", "H", "H", "H", "H", "H", "H", "H", "H", "H", "H", "H", "H", "H", "H", "H", "H", "H", "H", "H", "H", "H"],
  "coordinates": [[0.979, 1.548, -0.508], [4.171, 4.800, -0.347], [2.924, 3.691, -0.422], [3.096, 2.140, -1.157], [1.362, 3.962, 0.257], [1.279, 2.512, 4.878], [1.225, 2.715, 3.025], [3.013, 2.455, 2.829], [0.556, 1.469, 2.595], [1.436, 1.452, 5.072], [0.312, 2.823, 5.273], [2.077, 3.115, 5.313], [3.519, 3.396, 3.046], [3.191, 2.184, 1.789], [3.346, 1.652, 3.486], [-1.639, 1.981, -2.648], [-1.773, 1.931, -1.426], [-0.883, 1.822, -0.528], [-3.198, 1.972, -0.855], [-3.396, 2.050, 0.518], [-4.676, 2.035, 1.073], [-5.728, 1.929, 0.197], [-7.085, 1.875, 0.482], [-7.734, 1.754, -0.769], [-6.771, 1.775, -1.802], [-5.537, 1.865, -1.170], [-4.285, 1.889, -1.729], [-2.521, 2.116, 1.149], [-4.840, 2.096, 2.141], [-8.438, 2.586, -0.903], [-8.296, 0.810, -0.806], [-4.111, 1.845, -2.796], [2.026, -1.568, 2.107], [2.530, -1.730, 0.670], [2.847, -3.214, 0.441], [3.854, -0.958, 0.576], [1.180, -0.920, -0.568], [1.668, -1.489, -2.412], [3.171, -1.282, -2.641], [0.951, -0.551, -3.394], [1.331, -2.940, -2.772], [-0.575, -1.754, -0.124], [-0.564, -3.260, 0.171], [-1.557, -1.512, -1.279], [-1.160, -1.037, 1.102], [2.828, -1.801, 2.823], [1.193, -2.242, 2.317], [1.683, -0.550, 2.291], [3.558, -3.565, 1.203], [3.308, -3.372, -0.537], [1.954, -3.837, 0.502], [4.503, -1.216, 1.426], [3.693, 0.120, 0.589], [4.400, -1.191, -0.337], [3.486, -0.297, -2.293], [3.403, -1.352, -3.713], [3.765, -2.039, -2.125], [1.256, 0.484, -3.221], [-0.133, -0.584, -3.294], [1.210, -0.813, -4.430], [1.809, -3.643, -2.087], [1.682, -3.168, -3.789], [0.256, -3.121, -2.747], [-0.121, -3.835, -0.645], [-1.594, -3.616, 0.317], [-0.012, -3.476, 1.088], [-1.301, -2.089, -2.170], [-1.583, -0.460, -1.555], [-2.572, -1.803, -0.975], [-0.600, -1.255, 2.012], [-2.203, -1.348, 1.258], [-1.140, 0.041, 0.960]]
}

{
  "formula": "C16H21ClN2OS",
  "method": "ωB97M-V/def2-TZVPD",
  "smiles": "O=C(CSCc1ccccc1Cl)NN=C1CCCCCC1",
  "gap_ev": 9.07,
  "largest_force_ev_per_a": 1.303,
  "symbols": ["O", "C", "C", "S", "C", "C", "C", "C", "C", "C", "C", "Cl", "N", "N", "C", "C", "C", "C", "C", "C", "C", "H", "H", "H", "H", "H", "H", "H", "H", "H", "H", "H", "H", "H", "H", "H", "H", "H", "H", "H", "H", "H"],
  "coordinates": [[1.079, 1.474, -2.421], [0.321, 1.618, -1.486], [0.375, 2.801, -0.553], [0.796, 2.359, 1.162], [2.322, 1.389, 0.893], [2.023, 0.009, 0.403], [1.069, -0.761, 1.060], [0.743, -2.028, 0.618], [1.361, -2.547, -0.508], [2.322, -1.805, -1.170], [2.659, -0.540, -0.708], [3.893, 0.332, -1.541], [-0.663, 0.711, -1.244], [-1.508, 0.849, -0.204], [-2.422, 0.018, 0.091], [-3.231, 0.403, 1.295], [-3.056, -0.599, 2.442], [-4.079, -1.736, 2.419], [-4.365, -2.297, 1.024], [-3.113, -2.467, 0.164], [-2.765, -1.233, -0.673], [-0.607, 3.267, -0.482], [1.115, 3.512, -0.922], [2.954, 1.939, 0.198], [2.805, 1.358, 1.871], [0.573, -0.336, 1.920], [0.011, -2.615, 1.152], [1.102, -3.531, -0.869], [2.818, -2.199, -2.043], [-0.687, -0.096, -1.867], [-2.876, 1.385, 1.610], [-4.286, 0.486, 1.031], [-2.042, -1.000, 2.400], [-3.150, -0.072, 3.393], [-3.713, -2.540, 3.062], [-5.021, -1.383, 2.846], [-4.854, -3.266, 1.144], [-5.071, -1.651, 0.498], [-3.274, -3.291, -0.537], [-2.267, -2.741, 0.794], [-1.934, -1.504, -1.331], [-3.622, -0.996, -1.315]]
}

These records have ΔE to the lowest compared entry with this formula, charge and spin values of 21.5, 10.7, 23.7, 31.6, 0.0, 71.7, 0.0, 14.3, 3.1 kcal per mole, in the order they appear.